12 unconnected molecules or ions with the total composition C48H92N4O28, computed with the ωB97M-V functional and the def2-TZVPD basis.

Structure (XYZ):
```
172
Properties=species:S:1:pos:R:3:mulliken_charge:R:1
C 3.34 2.54 -2.79 -1.827
C 3.00 2.20 -1.32 0.200
C 3.68 3.18 -0.40 -0.359
O 5.07 3.14 -0.59 -0.357
C 5.63 4.31 0.03 -0.692
N 1.55 2.25 -1.04 2.049
H 4.34 2.58 -3.05 0.502
H 2.88 3.53 -2.99 0.394
H 2.84 1.82 -3.50 0.177
H 3.37 1.24 -1.12 0.183
H 3.48 2.84 0.64 -0.223
H 3.33 4.15 -0.68 0.773
H 6.66 4.06 0.20 0.292
H 5.09 4.39 1.06 0.208
H 5.44 5.17 -0.60 0.285
H 1.32 1.81 -0.13 -1.200
H 1.27 3.26 -0.98 -0.323
C 0.90 -5.63 -3.89 -1.551
C 0.13 -4.56 -3.19 0.844
C 0.91 -3.70 -2.14 0.261
O 1.77 -2.82 -2.85 -0.450
C 2.53 -1.94 -2.08 -0.510
N -0.42 -3.65 -4.25 -0.451
H 1.92 -5.28 -4.04 0.329
H 0.40 -5.78 -4.86 0.405
H 0.96 -6.61 -3.36 0.338
H -0.78 -4.95 -2.65 -0.095
H 1.52 -4.42 -1.55 0.420
H 0.16 -3.17 -1.57 -0.332
H 2.52 -0.92 -2.51 0.028
H 3.58 -2.23 -1.94 0.529
H 2.18 -1.79 -1.08 0.033
H 0.27 -3.16 -4.82 0.345
H -1.08 -2.97 -3.76 -0.440
C -6.57 3.89 -5.11 -1.497
C -5.68 2.63 -5.11 1.414
C -6.18 1.43 -4.37 -0.925
O -5.90 1.55 -2.98 -0.219
C -6.29 0.40 -2.22 -0.897
N -5.43 2.29 -6.51 -0.765
H -6.08 4.69 -5.70 0.385
H -6.73 4.37 -4.14 0.298
H -7.55 3.68 -5.60 0.337
H -4.71 2.87 -4.60 -0.407
H -5.73 0.51 -4.64 0.418
H -7.27 1.34 -4.56 0.285
H -5.55 -0.36 -2.38 0.283
H -7.24 0.03 -2.55 0.420
H -6.51 0.55 -1.15 0.290
H -4.92 1.38 -6.50 0.320
H -4.75 2.95 -6.92 0.318
C -0.30 1.04 2.59 0.321
C 0.29 -0.16 1.80 1.084
C -0.54 -0.61 0.61 1.942
O -1.79 -1.07 0.97 -0.512
C -2.54 -1.71 -0.06 0.142
N 1.62 0.06 1.25 0.149
H 0.14 1.30 3.51 -0.805
H -1.37 0.93 2.72 0.420
H -0.14 1.87 1.91 -0.561
H 0.34 -1.01 2.47 -0.274
H -0.09 -1.39 0.11 -0.441
H -0.50 0.20 -0.16 -1.367
H -1.98 -2.62 -0.37 -0.059
H -2.70 -1.15 -1.04 -0.347
H -3.54 -2.03 0.38 0.334
H 2.24 0.51 1.91 -0.335
H 2.07 -0.82 1.07 0.149
C -3.81 2.61 0.27 -1.518
C -2.65 2.47 -0.70 2.471
C -2.96 3.01 -2.08 0.565
O -1.85 3.91 -2.41 -0.417
C -1.16 4.09 -1.26 0.530
O -0.29 4.87 -1.09 -0.593
O -1.52 3.28 -0.30 -0.166
H -4.02 3.61 0.64 0.473
H -3.64 1.91 1.12 0.202
H -4.82 2.27 -0.19 0.137
H -2.27 1.44 -0.73 -1.240
H -3.94 3.55 -2.06 0.235
H -2.92 2.24 -2.83 -0.550
C 1.29 6.72 1.74 -1.373
C 1.57 5.88 2.94 0.178
C 0.78 4.55 2.98 -0.104
O 1.77 3.55 3.30 0.445
C 2.99 4.11 3.11 0.219
O 4.02 3.48 3.19 -0.543
O 2.97 5.39 2.78 -0.408
H 0.29 7.20 1.79 0.359
H 1.33 6.12 0.84 0.196
H 2.01 7.50 1.72 0.439
H 1.62 6.41 3.86 0.453
H 0.39 4.31 2.01 -0.360
H 0.09 4.47 3.78 0.542
C 1.45 -6.77 3.55 -1.561
C 0.88 -5.40 3.44 0.791
C 1.43 -4.39 2.44 0.324
O 0.69 -4.61 1.24 -0.216
C -0.53 -5.06 1.60 0.574
O -1.48 -5.13 0.94 -0.464
O -0.47 -5.55 2.87 -0.412
H 2.50 -6.72 3.86 0.374
H 1.58 -7.20 2.55 0.351
H 0.86 -7.40 4.25 0.346
H 0.78 -4.87 4.46 0.089
H 2.44 -4.54 2.14 0.502
H 1.38 -3.35 2.81 -0.627
C 5.91 0.78 1.82 -1.045
C 6.61 0.45 0.46 0.409
C 8.07 -0.08 0.60 -0.539
O 7.86 -1.48 0.76 -0.368
C 6.55 -1.78 0.35 0.520
O 6.06 -2.87 0.32 -0.531
O 5.92 -0.66 -0.12 -0.214
H 4.93 1.20 1.58 -0.133
H 6.39 1.58 2.40 0.388
H 5.83 -0.10 2.40 0.631
H 6.45 1.28 -0.23 0.266
H 8.57 0.29 1.48 0.319
H 8.64 0.11 -0.32 0.286
C -2.92 -1.35 4.89 -1.628
C -1.54 -0.72 5.26 1.230
C -1.12 -0.65 6.76 -0.458
O 0.10 -1.43 6.90 -0.417
C 0.49 -1.84 5.67 0.397
O 1.47 -2.47 5.46 -0.552
O -0.45 -1.52 4.71 0.110
H -2.94 -1.62 3.82 0.238
H -3.76 -0.64 5.02 0.372
H -3.11 -2.26 5.45 0.438
H -1.45 0.28 4.87 -0.298
H -1.88 -1.11 7.39 0.409
H -0.98 0.43 6.96 0.207
C 3.59 0.21 4.85 -1.011
C 2.66 0.65 5.99 0.268
C 3.00 1.92 6.74 -0.704
O 1.82 2.76 6.67 -0.404
C 0.88 2.13 5.99 0.188
O -0.22 2.57 5.78 -0.595
O 1.33 0.93 5.48 0.411
H 3.10 -0.55 4.26 0.137
H 4.48 -0.16 5.34 0.598
H 3.82 1.06 4.14 0.047
H 2.45 -0.08 6.77 0.394
H 3.84 2.53 6.51 0.393
H 3.20 1.72 7.83 0.286
C -4.53 -6.42 -4.25 -1.638
C -4.18 -5.43 -3.12 0.759
C -3.85 -4.10 -3.61 -0.741
O -4.34 -3.20 -2.63 0.035
C -5.35 -3.94 -1.96 0.397
O -6.10 -3.38 -1.21 -0.603
O -5.35 -5.20 -2.28 -0.350
H -5.39 -6.06 -4.76 0.417
H -4.84 -7.39 -3.91 0.392
H -3.77 -6.56 -4.97 0.379
H -3.35 -5.76 -2.46 0.190
H -4.47 -3.87 -4.46 0.277
H -2.87 -3.82 -3.95 0.543
C -0.04 2.30 -4.57 -1.348
C -0.39 0.84 -4.38 0.866
C -0.56 0.25 -3.00 1.423
O -1.59 -0.72 -3.19 0.653
C -2.26 -0.42 -4.29 0.046
O -3.26 -0.94 -4.65 -0.576
O -1.71 0.60 -4.94 -0.380
H 0.33 2.56 -5.56 0.446
H 0.65 2.73 -3.84 0.066
H -0.89 2.98 -4.50 0.284
H 0.28 0.20 -4.97 0.380
H -0.85 1.09 -2.31 -1.378
H 0.37 -0.22 -2.69 -0.510
```

Properties
HOMO level, hartree: -0.3284
SMILES string: C[C@H]1COC(=O)O1.C[C@H]1COC(=O)O1.C[C@H]1COC(=O)O1.C[C@H]1COC(=O)O1.C[C@H]1COC(=O)O1.C[C@H]1COC(=O)O1.C[C@H]1COC(=O)O1.C[C@H]1COC(=O)O1.COC[C@H](C)N.COC[C@H](C)N.COC[C@H](C)N.COC[C@H](C)N
LUMO, eV: 0.4
Frontier orbital gap, eV: 9.35
E_tot, eV: -114557.6046
Energy above the lowest of the compared OMol25 structures with the same formula, charge and spin, eV: 0.0000


A molecular structure, C48H94Br2FN7O4, computed with the ωB97M-V functional and the def2-TZVPD basis.

Structure (XYZ):
```
156
Properties=species:S:1:pos:R:3:mulliken_charge:R:1
C -4.30 5.04 -0.35 -0.434
O -5.48 5.45 -1.02 -0.333
C -6.30 4.40 -1.48 -0.952
C -5.81 3.69 -2.74 0.666
C -6.09 4.46 -4.04 -0.916
C -5.56 5.89 -4.06 -1.012
C -4.03 6.00 -3.99 -0.354
C -3.27 5.27 -5.12 -0.785
C -2.07 4.44 -4.66 -0.182
C -1.54 3.54 -5.78 -1.016
C -2.37 2.25 -5.99 -0.998
C -1.79 1.00 -5.32 -0.546
C -2.09 0.90 -3.82 -2.844
C -2.40 -0.51 -3.24 4.553
C -2.89 -0.42 -1.80 -0.790
Br -2.77 1.26 -0.99 0.004
C -3.38 -1.45 -1.12 0.297
C -3.52 -2.87 -1.61 -1.061
Br -3.98 -1.26 0.65 -0.161
C -3.60 -1.03 -4.10 -1.792
N -3.29 -2.11 -5.09 -0.045
C -2.02 -2.45 -5.25 0.348
N -1.57 -2.72 -6.46 0.000
F -0.36 -3.31 -6.62 -0.122
N -1.17 -2.60 -4.18 -0.270
C -1.11 -1.44 -3.22 -0.589
C 0.26 -0.77 -3.34 -1.489
C 0.71 0.06 -2.13 -0.417
N 2.15 -0.11 -1.92 -0.418
H -3.98 5.87 0.28 0.238
H -4.48 4.17 0.29 0.273
H -3.49 4.80 -1.06 0.086
H -6.44 3.67 -0.67 0.388
H -7.27 4.86 -1.68 0.348
H -4.73 3.45 -2.65 -0.486
H -6.33 2.72 -2.79 0.446
H -5.69 3.89 -4.89 0.342
H -7.18 4.49 -4.18 0.434
H -5.92 6.41 -4.96 0.412
H -5.97 6.43 -3.20 0.343
H -3.75 7.05 -4.01 0.496
H -3.70 5.62 -3.01 -0.036
H -3.95 4.61 -5.67 0.369
H -2.91 6.00 -5.85 0.311
H -2.35 3.85 -3.78 -0.039
H -1.26 5.11 -4.32 0.452
H -1.54 4.11 -6.71 0.437
H -0.50 3.27 -5.59 0.469
H -3.38 2.43 -5.59 0.193
H -2.49 2.06 -7.06 0.505
H -0.70 1.02 -5.48 0.302
H -2.14 0.12 -5.87 0.085
H -2.99 1.50 -3.62 0.979
H -1.29 1.36 -3.24 0.144
H -4.23 -2.96 -2.44 0.301
H -3.87 -3.52 -0.82 0.545
H -2.55 -3.27 -1.93 0.073
H -4.43 -1.37 -3.48 0.495
H -3.97 -0.20 -4.70 0.422
H -3.83 -2.01 -5.94 0.336
H -2.07 -2.67 -7.34 0.266
H -1.50 -3.42 -3.67 0.447
H -1.09 -1.93 -2.24 0.955
H 0.98 -1.59 -3.43 0.435
H 0.34 -0.19 -4.26 0.030
H 0.43 1.12 -2.28 0.219
H 0.20 -0.27 -1.22 0.257
H 2.65 0.43 -2.62 0.263
H 2.42 0.30 -1.03 0.110
C 3.85 3.85 3.79 -1.899
C 3.84 2.94 2.55 2.470
C 5.26 2.55 2.13 -1.255
C 6.05 3.68 1.48 -0.523
C 5.28 4.29 0.32 -1.273
C 3.88 4.76 0.71 1.680
N 3.18 3.60 1.36 0.229
O 2.69 2.78 0.53 -0.389
C 3.94 5.99 1.61 -1.696
C 3.07 5.14 -0.53 -1.920
C 3.04 1.69 2.88 -2.324
H 3.08 4.62 3.73 0.339
H 3.65 3.25 4.67 0.492
H 4.81 4.35 3.94 0.329
H 5.20 1.71 1.43 0.303
H 5.78 2.17 3.02 0.390
H 6.31 4.45 2.22 0.317
H 7.00 3.29 1.12 0.389
H 5.82 5.15 -0.11 0.409
H 5.18 3.54 -0.48 0.327
H 2.95 6.27 1.97 0.359
H 4.33 6.82 1.02 0.440
H 4.59 5.88 2.47 0.324
H 3.05 4.33 -1.25 0.348
H 3.54 6.01 -0.99 0.416
H 2.05 5.39 -0.26 0.461
H 2.01 1.93 3.14 0.526
H 3.52 1.21 3.74 0.535
H 3.03 0.98 2.06 0.162
C -1.27 -6.15 4.72 -1.582
C -1.20 -5.10 5.84 1.649
C -2.60 -4.76 6.38 -1.353
C -3.44 -3.91 5.43 -0.444
C -2.69 -2.66 5.01 -1.329
C -1.31 -2.96 4.40 1.838
N -0.57 -3.82 5.38 1.003
O 0.02 -3.16 6.29 -0.676
C -1.45 -3.62 3.03 -1.220
C -0.51 -1.68 4.22 -1.881
C -0.33 -5.65 6.97 -1.925
H -0.53 -5.94 3.94 0.157
H -1.05 -7.13 5.13 0.479
H -2.25 -6.21 4.25 0.321
H -2.48 -4.22 7.32 0.399
H -3.11 -5.70 6.61 0.355
H -3.74 -4.50 4.55 0.279
H -4.37 -3.63 5.93 0.437
H -3.26 -2.08 4.27 0.366
H -2.54 -2.01 5.88 0.386
H -0.47 -3.93 2.66 0.026
H -1.85 -2.87 2.34 0.149
H -2.12 -4.47 2.99 0.296
H -0.43 -1.10 5.13 0.411
H -1.01 -1.07 3.46 0.426
H 0.50 -1.90 3.86 0.315
H 0.68 -5.83 6.62 0.398
H -0.77 -6.60 7.29 0.475
H -0.29 -4.97 7.81 0.399
C 3.82 -4.77 3.30 -2.160
C 3.70 -3.32 2.80 2.309
C 2.42 -3.10 1.99 0.058
C 2.45 -3.73 0.60 -0.351
C 3.69 -3.29 -0.18 -1.401
C 5.00 -3.56 0.58 1.932
N 4.86 -2.91 1.94 0.347
O 5.04 -1.65 1.91 -0.533
C 5.31 -5.05 0.65 -1.837
C 6.16 -2.88 -0.13 -1.852
C 3.67 -2.41 4.02 -1.593
H 4.85 -5.12 3.28 0.343
H 3.47 -4.82 4.33 0.557
H 3.21 -5.47 2.72 0.322
H 2.26 -2.02 1.88 0.242
H 1.59 -3.49 2.57 -0.946
H 2.41 -4.82 0.67 0.369
H 1.55 -3.43 0.05 0.288
H 3.75 -3.80 -1.15 0.456
H 3.62 -2.22 -0.38 0.196
H 6.18 -5.23 1.27 0.364
H 5.53 -5.40 -0.36 0.434
H 4.49 -5.65 1.03 0.322
H 5.98 -1.82 -0.28 0.304
H 6.31 -3.36 -1.10 0.414
H 7.08 -2.98 0.45 0.456
H 4.58 -2.50 4.61 0.491
H 2.82 -2.72 4.64 0.405
H 3.53 -1.37 3.74 -0.043
```

Properties
⟨S²⟩: 3.762
HOMO level (alpha / beta), hartree: -0.3416 / -0.3874
Net charge: +1
LUMO (alpha / beta), eV: -3.4 / -3.4
Spin multiplicity: 4
Frontier orbital gap (alpha / beta), eV: 5.90 / 7.15
E_tot, eV: -212710.1160


A molecular structure, C48H97F8NNbO14P2S, computed with the ωB97M-V functional and the def2-TZVPD basis.

Structure (XYZ):
```
172
Properties=species:S:1:pos:R:3:mulliken_charge:R:1
C -5.44 4.33 2.13 -0.501
C -5.35 4.45 0.48 0.746
C -6.38 3.46 -0.31 -0.578
C -5.48 2.15 -0.85 -0.230
N -4.61 1.77 0.31 -0.019
Nb -3.31 0.11 -0.02 -1.177
C -4.18 -0.84 1.91 -1.020
C -3.18 -1.96 2.57 0.922
O -2.83 -1.73 3.98 -0.398
C -2.10 -2.91 4.55 -0.762
C -0.50 -2.74 4.28 0.929
F -0.26 -1.38 3.66 -0.160
F 0.14 -2.62 5.65 -0.354
C 0.27 -3.96 3.55 0.476
F 0.20 -5.15 4.49 -0.330
F 1.75 -3.68 3.42 -0.256
C -0.25 -4.47 2.10 0.789
F -1.71 -4.68 1.96 -0.232
F 0.36 -5.84 1.92 -0.330
C 0.24 -3.62 0.80 0.070
F 1.38 -4.37 0.14 -0.283
F 0.74 -2.26 1.06 -0.242
C -2.41 0.98 -1.96 0.082
O -1.90 -0.16 -2.80 -0.138
C -1.38 0.41 -4.08 -0.382
C 0.25 0.67 -4.05 0.098
C 0.95 0.23 -2.62 -0.281
P -1.51 1.41 1.34 0.176
C -2.15 1.71 3.15 -0.071
C -1.35 3.21 0.64 -0.305
C 0.22 3.69 0.78 -0.920
P -4.98 -1.19 -1.45 0.755
O -6.52 -1.47 -0.68 -0.554
O -4.27 -2.79 -1.76 -0.545
S -5.27 -0.41 -3.24 -0.493
H -5.30 5.37 2.68 0.260
H -6.40 3.78 2.52 0.264
H -4.51 3.66 2.48 -0.142
H -4.23 4.38 0.14 -0.006
H -5.69 5.56 0.22 -0.489
H -6.94 3.97 -1.23 0.223
H -7.18 3.05 0.47 0.245
H -6.28 1.35 -1.16 0.083
H -4.91 2.56 -1.80 0.088
H -5.17 1.61 1.19 0.030
H -2.16 -1.29 -0.22 0.610
H -5.15 -1.44 1.54 0.337
H -4.59 -0.03 2.66 0.216
H -3.65 -3.02 2.44 0.155
H -2.15 -1.94 1.97 -0.458
H -2.29 -2.82 5.73 0.293
H -2.56 -3.94 4.24 0.273
H -0.59 -3.51 -0.05 0.280
H -1.44 1.63 -1.73 -0.133
H -3.19 1.54 -2.64 0.147
H -1.88 1.43 -4.37 0.122
H -1.58 -0.32 -5.00 0.194
H 0.74 0.07 -4.95 0.286
H 0.45 1.85 -4.17 0.051
H 2.12 0.19 -2.79 0.218
H 0.61 -0.85 -2.30 0.097
H 0.73 1.02 -1.78 -0.129
H -3.34 1.68 3.21 -0.084
H -1.66 0.99 3.94 0.212
H -1.86 2.84 3.43 -0.067
H -1.81 3.34 -0.43 0.233
H -1.98 3.94 1.34 0.191
H 0.88 2.88 0.25 0.219
H 0.31 4.76 0.30 0.329
H 0.46 3.70 1.95 0.187
H -6.51 -2.46 -0.48 0.294
H -4.44 -3.03 -2.73 0.270
C 5.77 -4.13 -2.42 -0.404
C 5.25 -3.10 -1.46 0.777
O 5.82 -2.02 -1.31 -0.642
C 4.00 -3.44 -0.68 -0.900
H 6.67 -3.75 -2.91 0.306
H 6.02 -5.05 -1.89 -0.088
H 5.01 -4.33 -3.19 0.086
H 4.18 -4.32 -0.07 0.313
H 3.17 -3.61 -1.37 0.315
H 3.75 -2.60 -0.02 0.304
C 3.61 -5.39 -7.88 -1.092
C 3.24 -4.94 -6.49 0.834
O 3.07 -3.75 -6.23 -0.527
C 3.07 -6.00 -5.44 -1.000
H 3.69 -4.52 -8.54 0.284
H 4.57 -5.90 -7.86 0.312
H 2.84 -6.06 -8.27 0.322
H 4.01 -6.54 -5.30 0.285
H 2.28 -6.69 -5.72 0.421
H 2.80 -5.53 -4.49 0.172
C -1.70 6.23 6.56 -1.083
C -1.27 4.86 6.10 0.800
O -1.12 4.61 4.91 -0.522
C -1.03 3.82 7.16 -1.072
H -1.83 6.88 5.68 0.238
H -2.65 6.16 7.09 0.337
H -0.93 6.67 7.20 0.345
H -1.96 3.65 7.72 0.323
H -0.24 4.15 7.83 0.345
H -0.73 2.88 6.69 0.254
C -7.78 8.96 3.19 -1.163
C -6.39 8.40 3.38 0.786
O -6.14 7.22 3.14 -0.524
C -5.32 9.34 3.86 -1.067
H -8.44 8.16 2.84 0.255
H -8.16 9.33 4.15 0.395
H -7.76 9.76 2.45 0.317
H -5.59 9.73 4.85 0.338
H -5.20 10.16 3.15 0.320
H -4.37 8.80 3.95 0.251
C 5.94 -4.99 6.03 -1.027
C 5.34 -3.62 5.83 0.657
O 5.93 -2.61 6.21 -0.581
C 3.99 -3.55 5.17 -0.785
H 6.91 -4.89 6.52 0.295
H 5.29 -5.60 6.66 0.307
H 6.09 -5.47 5.06 0.262
H 3.25 -4.09 5.76 0.292
H 4.05 -3.97 4.16 0.247
H 3.68 -2.50 5.10 0.313
C 6.17 -8.91 -1.86 -1.326
C 5.65 -7.88 -0.89 1.176
O 6.22 -6.80 -0.74 -0.840
C 4.41 -8.22 -0.11 -1.186
H 7.07 -8.53 -2.35 0.322
H 6.43 -9.83 -1.32 0.342
H 5.42 -9.12 -2.62 0.391
H 4.59 -9.10 0.50 0.349
H 3.58 -8.39 -0.80 0.371
H 4.15 -7.38 0.54 0.241
C -8.91 7.84 -1.99 -1.143
C -7.52 7.28 -1.81 0.870
O -7.27 6.10 -2.05 -0.532
C -6.45 8.23 -1.32 -0.979
H -9.58 7.05 -2.34 0.308
H -9.29 8.22 -1.03 0.302
H -8.89 8.64 -2.73 0.339
H -6.72 8.62 -0.34 0.126
H -6.33 9.05 -2.03 0.419
H -5.51 7.69 -1.24 0.282
C 0.46 4.57 -7.11 -1.212
C 0.13 4.56 -5.64 0.789
O 0.14 3.52 -4.98 -0.535
C -0.22 5.88 -5.00 -1.137
H 0.69 3.55 -7.43 0.268
H -0.40 4.93 -7.68 0.400
H 1.34 5.20 -7.29 0.331
H -1.10 6.30 -5.48 0.349
H 0.63 6.57 -5.09 0.334
H -0.43 5.72 -3.94 0.259
C 8.78 -7.29 0.93 -0.311
C 8.67 -8.59 1.69 0.858
O 7.63 -9.25 1.69 -0.565
C 9.88 -9.05 2.46 -1.197
H 7.83 -7.09 0.43 -0.322
H 8.99 -6.47 1.62 0.347
H 9.57 -7.37 0.18 0.316
H 10.15 -8.30 3.22 0.325
H 10.72 -9.20 1.77 0.310
H 9.66 -9.99 2.96 0.313
C 4.49 2.72 -5.12 -1.084
C 4.38 1.43 -4.36 0.833
O 3.34 0.77 -4.37 -0.502
C 5.59 0.97 -3.60 -0.962
H 3.54 2.93 -5.63 0.153
H 4.70 3.54 -4.43 0.340
H 5.28 2.64 -5.88 0.363
H 5.86 1.71 -2.84 0.334
H 6.43 0.81 -4.28 0.353
H 5.37 0.02 -3.10 0.116
```

Properties
HOMO level, hartree: -0.1357
Net charge: -1
LUMO, eV: 1.7
Frontier orbital gap, eV: 5.43
E_tot, eV: -134193.3687